--- A ---
C3H5N3S | ωB97M-V/def2-TZVPD

Geometry as XYZ:
```
12
Properties=species:S:1:pos:R:3
C -0.42044 1.18356 0.06425
C 1.29184 0.00578 0.02459
C 0.32766 -0.83644 0.18527
H -2.30194 0.01480 -0.98831
H -2.50028 -1.00854 0.77159
H -1.22674 1.86545 0.08194
H 3.47713 0.83938 0.58952
H 0.35717 -1.95417 -0.10509
N -2.03501 -0.83881 -0.28340
N -0.82522 -0.09534 0.05341
N 0.92217 1.25480 -0.23958
S 2.93366 -0.43045 -0.15418
```

Its spin multiplicity is 1. The value obtained for the HOMO energy is -8.349 eV. The orbital gap is 8.83 eV. Its SMILES is Nn1cnc(S)c1.

=====

--- B ---
C3H5N3S | ωB97M-V/def2-TZVPD

Geometry as XYZ:
```
12
Properties=species:S:1:pos:R:3
C 0.19734 -0.62996 0.51032
C 0.75261 0.77790 0.14509
C -0.19030 -1.32375 1.66223
N 0.06266 -1.29696 -0.71417
N 0.13475 -0.78806 -1.75271
N -0.94392 1.74177 -1.88969
S 0.46164 1.06639 -1.85563
H 0.30664 1.47244 0.69375
H 1.76996 0.88432 0.37696
H -0.61660 -2.32766 1.39896
H -0.30604 -0.87749 2.64970
H -1.62873 1.30106 -1.22480
```

Its spin multiplicity is 1. The value obtained for the HOMO energy is -8.250 eV. The orbital gap is 7.85 eV.

=====

The most stable arrangement is A, and the next structure is 0.850 eV less stable.

=====

--- A ---
C4H9N2OP | ωB97M-V/def2-TZVPD

Geometry as XYZ:
```
17
Properties=species:S:1:pos:R:3
C -2.75266 0.49974 -0.05379
C 0.56958 -1.89921 -0.29126
C 1.28319 -0.57044 -0.18979
C 0.19564 0.61663 0.29299
N -1.75512 0.78800 -0.90966
N -0.54743 0.91679 -0.88317
O -3.34092 -0.53942 0.09909
P 1.04782 2.22317 0.74511
H -3.13620 1.47177 0.34539
H -0.21276 -1.86319 -1.04498
H 1.27992 -2.67485 -0.57681
H 0.12358 -2.17904 0.66066
H 2.07553 -0.59742 0.55746
H 1.68013 -0.24608 -1.14859
H -0.41346 0.23971 1.12569
H 1.92850 2.19047 -0.33348
H 1.97464 1.62337 1.60514
```

Its spin multiplicity is 1. The value obtained for the HOMO energy is -9.355 eV. The orbital gap is 9.44 eV. Its SMILES is CC[C@@H](P)/N=N\C=O.

=====

--- B ---
C4H9N2OP | ωB97M-V/def2-TZVPD

Geometry as XYZ:
```
17
Properties=species:S:1:pos:R:3
C -1.66046 0.68291 0.21417
C -3.19883 0.96914 0.53664
C 3.59338 0.23377 -0.71797
C 2.45900 -0.39351 -0.09332
N 0.74860 -1.71140 0.89967
N 1.69833 -1.02359 0.53881
O -0.83307 1.52765 0.21710
P -1.41337 -1.10861 -0.15768
H -3.66939 1.37619 -0.33289
H -3.83435 0.08204 0.67961
H -3.13613 1.68518 1.29990
H 4.36088 0.45303 -0.04397
H 3.02753 0.98309 -1.21040
H 4.19007 -0.30706 -1.41526
H 0.68203 -1.74676 1.91572
H -2.45943 -0.78202 -1.06543
H -0.55480 -0.92005 -1.26471
```

Its spin multiplicity is 1. The value obtained for the HOMO energy is -8.061 eV. The orbital gap is 8.77 eV.

=====

The most stable arrangement is A, and the next structure is 1.928 eV less stable.

=====

--- A ---
C4H10N3O2 | ωB97M-V/def2-TZVPD

Geometry as XYZ:
```
19
Properties=species:S:1:pos:R:3
C 2.59915 -0.58946 -0.01017
C -1.62391 -1.06885 0.86750
C -1.92825 -0.65789 -0.59714
C -0.53548 0.84240 0.55163
N -0.90646 0.03938 1.42679
N 0.00309 2.06197 0.65889
N -0.91643 0.38752 -0.87314
O 3.80522 -0.73403 -0.45982
O 1.76623 0.18155 -0.43019
H 2.40332 -1.27575 0.82580
H -2.52696 -1.24666 1.44877
H -1.00218 -1.96610 0.92961
H -1.85860 -1.48873 -1.29517
H -2.92030 -0.21069 -0.65466
H 4.02780 -0.14373 -1.20278
H 0.64987 2.36766 -0.05432
H 0.25676 2.32764 1.59709
H -0.03983 0.01742 -1.27293
H -1.25304 1.15633 -1.45576
```

Its spin multiplicity is 1. The value obtained for the HOMO energy is -13.710 eV. The orbital gap is 10.67 eV. As for the net charge: +1.

=====

--- B ---
C4H10N3O2 | ωB97M-V/def2-TZVPD

Geometry as XYZ:
```
19
Properties=species:S:1:pos:R:3
C -0.64665 1.45845 -0.24444
C 0.48906 0.51104 -0.82319
C -1.46222 0.48886 0.54535
C 2.08484 -1.17382 -0.00661
N -0.00176 -0.66153 1.15189
N -2.45339 -0.24278 -0.11416
N 1.00779 -0.23143 0.24166
O -3.60470 -0.01110 0.12195
O -2.12663 -1.23694 -0.71360
H -0.11332 2.18911 0.41309
H -1.13757 2.12473 -0.99584
H 0.10346 -0.00365 -1.68461
H 1.28762 1.21029 -1.03629
H -1.90791 0.96033 1.40851
H 1.93265 -1.97470 -0.74869
H 2.98875 -0.61256 -0.12918
H 2.31430 -1.65432 0.97729
H -0.26827 -1.62707 0.82642
H 1.51398 0.48707 0.81046
```

Its spin multiplicity is 1. The value obtained for the HOMO energy is -14.924 eV. The orbital gap is 10.09 eV. As for the net charge: +1.

=====

The most stable arrangement is A, and the next structure is 7.008 eV less stable.

=====

--- A ---
C3H3BrS | ωB97M-V/def2-TZVPD

Geometry as XYZ:
```
8
Properties=species:S:1:pos:R:3
C -0.17748 -0.17830 -0.07829
C 0.95143 -0.68474 0.43015
C 1.02459 0.70171 0.06475
S -2.19552 0.53206 -0.65545
Br -3.54834 -1.23763 -0.45309
H 1.42928 -1.63317 0.60823
H 1.09791 1.36516 0.87133
H 1.41814 1.13490 -0.78763
```

Its spin multiplicity is 1. The value obtained for the HOMO energy is -9.179 eV. The orbital gap is 8.23 eV. Its SMILES is BrSC1=CC1.

=====

--- B ---
C3H3BrS | ωB97M-V/def2-TZVPD

Geometry as XYZ:
```
8
Properties=species:S:1:pos:R:3
C -0.55418 1.14236 0.04633
C 0.57218 -1.07408 -0.02396
C -0.51433 -0.29783 -0.07012
S 0.73479 2.17295 -0.03636
Br 2.34661 -0.64684 -0.01924
H -1.43743 1.72592 0.39759
H 0.30626 -2.05778 -0.31684
H -1.45390 -0.96470 0.02259
```

Its spin multiplicity is 1. The value obtained for the HOMO energy is -8.392 eV. The orbital gap is 7.38 eV. Its SMILES is S=C/C=C\Br.

=====

The most stable arrangement is B, and the next structure is 2.797 eV less stable.

=====

--- A ---
C5H13N2 | ωB97M-V/def2-TZVPD

Geometry as XYZ:
```
20
Properties=species:S:1:pos:R:3
C 1.54843 -0.54710 0.45611
C 1.65723 0.56888 -0.62349
C 0.59280 1.54961 -0.43826
C -0.76235 1.18806 -0.31562
N -1.42130 -0.12130 -0.25786
C -2.30054 -0.27582 1.01100
N 0.86810 -1.76061 -0.05065
H 1.25098 -0.20632 1.44196
H 2.58129 -0.91350 0.55253
H 1.60547 0.24833 -1.69303
H 2.56533 1.16655 -0.52112
H 0.70279 2.62169 -0.61731
H -1.45666 2.01148 -0.12455
H -2.08304 -0.19072 -1.03748
H -3.13804 -0.90505 0.70072
H -2.61182 0.70943 1.35302
H -1.66804 -0.74719 1.75719
H -0.61202 -0.83428 -0.30940
H 1.59930 -2.24916 -0.56715
H 0.66648 -2.39602 0.72367
```

Its spin multiplicity is 2. The value obtained for the HOMO energy (alpha / beta) is -19.440 / -19.018 eV. The orbital gap (alpha / beta) is 10.07 / 5.56 eV. As for the net charge: +2.

=====

--- B ---
C5H13N2 | ωB97M-V/def2-TZVPD

Geometry as XYZ:
```
20
Properties=species:S:1:pos:R:3
N 0.03945 1.36335 -0.87139
C -0.45756 -0.10257 -0.72876
C -1.34290 -0.47455 0.48722
C -1.10262 0.38698 1.63216
C -0.04108 0.35360 2.38203
C 0.83940 -1.01258 -0.56255
N 1.58306 -0.70998 -1.79838
H -0.78626 2.05107 -0.85814
H 0.77568 1.65485 -0.02041
H 0.54848 1.57742 -1.71844
H -1.07776 -0.37418 -1.64839
H -2.35794 -0.45717 -0.04328
H -1.09416 -1.59134 0.71480
H -1.93866 1.07719 1.85503
H 0.89916 -0.18668 1.93644
H -0.10738 0.79319 3.32234
H 0.74129 -2.09387 -0.50021
H 1.36070 -0.61382 0.36888
H 2.33753 -1.46803 -1.96630
H 1.97025 0.15253 -2.01454
```

Its spin multiplicity is 2. The value obtained for the HOMO energy (alpha / beta) is -17.880 / -17.752 eV. The orbital gap (alpha / beta) is 9.86 / 4.44 eV. As for the net charge: +2.

=====

The most stable arrangement is A, and the next structure is 1.296 eV less stable.

=====

--- A ---
C8H7N3 | ωB97M-V/def2-TZVPD

Geometry as XYZ:
```
18
Properties=species:S:1:pos:R:3
C 2.34787 0.98832 0.35368
C 1.46176 0.14839 -0.25518
C 0.08025 0.06296 -0.17104
C -0.60124 1.23214 -0.27704
C -2.11653 1.14774 -0.21446
C -2.76161 -0.07165 -0.02323
C -2.07886 -1.26935 0.45393
C -0.62358 -1.25546 0.06790
H 1.97194 2.05447 0.71646
H 1.96251 -1.61916 -1.19331
H -0.04931 2.17935 -0.42153
H -2.59270 2.02383 -0.18317
H -3.83148 -0.01942 0.23594
H -2.47050 -2.22039 0.85666
H -0.09574 -2.29728 0.15831
N 3.52341 0.43240 0.61606
N 3.57867 -0.69854 -0.16127
N 2.29513 -0.81834 -0.55870
```

Its spin multiplicity is 1. The value obtained for the HOMO energy is -8.733 eV. The orbital gap is 9.05 eV. Its SMILES is c1ccc(-c2cnn[nH]2)cc1.

=====

--- B ---
C8H7N3 | ωB97M-V/def2-TZVPD

Geometry as XYZ:
```
18
Properties=species:S:1:pos:R:3
C 0.93939 1.55247 1.25040
C 0.16246 0.24502 -0.42415
C -1.05989 0.41087 -0.97884
C -1.83085 -0.63686 -1.58468
C -1.18380 -1.88166 -1.64243
C 0.10108 -1.99612 -1.10041
C 0.78768 -1.03468 -0.43514
C 1.87265 2.52354 1.73201
H 0.21032 1.29134 3.05797
H -0.14883 0.08481 1.78309
H -1.51452 1.40903 -0.98818
H -2.80653 -0.49749 -2.00105
H -1.79184 -2.78677 -1.76980
H 0.61863 -2.89548 -1.31303
H 1.76018 -1.14605 0.06834
N 0.33399 0.83161 2.17929
N 0.82954 1.35209 -0.02505
N 2.72031 3.17431 2.19166
```

Its spin multiplicity is 1. The value obtained for the HOMO energy is -8.774 eV. The orbital gap is 9.25 eV. Its SMILES is N#C/C(N)=N/c1ccccc1.

=====

The most stable arrangement is B, and the next structure is 2.354 eV less stable.

=====

--- A ---
C5H9FO | ωB97M-V/def2-TZVPD

Geometry as XYZ:
```
16
Properties=species:S:1:pos:R:3
C -2.32181 -0.98689 -0.29706
C -0.90624 -0.85644 0.21075
C -0.31887 0.51588 0.06726
C 0.86364 0.86012 -0.41110
C 2.27749 -0.67371 0.53115
H -2.70409 -1.90555 0.12083
H -3.00379 -0.23105 0.14696
H -2.40398 -0.91983 -1.37578
H -0.25701 -1.56119 -0.26872
H -0.85817 -0.98810 1.29523
H 1.19792 1.88407 -0.50142
H 2.40008 0.08276 1.33288
H 1.54715 -1.50627 0.80010
H 3.20264 -1.11491 0.16147
O 1.80030 -0.09824 -0.68828
F -1.23205 1.54358 0.35430
```

Its spin multiplicity is 1. The value obtained for the HOMO energy is -9.172 eV. The orbital gap is 10.13 eV. Its SMILES is CC/C(F)=C\OC.

=====

--- B ---
C5H9FO | ωB97M-V/def2-TZVPD

Geometry as XYZ:
```
16
Properties=species:S:1:pos:R:3
C -2.17511 0.73085 0.84831
C -0.30999 -0.25219 -0.31058
C -0.18489 -1.54892 -0.92343
C 0.73832 0.54945 0.06136
C 2.20057 0.45807 -0.17032
H -1.72609 0.79927 1.87593
H -1.85400 1.78255 0.36760
H -3.15838 0.68689 0.83407
H -0.92294 -2.02397 -1.72340
H -0.30938 -2.29536 -0.06900
H 0.79605 -1.53217 -1.58567
H 2.61241 1.52807 -0.48359
H 2.83024 -0.26717 -0.99952
H 2.43345 0.09285 1.04317
O -1.55176 -0.37035 0.35779
F 0.58150 1.66213 0.87728
```

Its spin multiplicity is 1. The value obtained for the HOMO energy is -8.449 eV. The orbital gap is 9.35 eV. Its SMILES is CO/C(C)=C(/C)F.

=====

--- C ---
C5H9FO | ωB97M-V/def2-TZVPD

Geometry as XYZ:
```
16
Properties=species:S:1:pos:R:3
C 0.59528 -0.47370 -1.10945
C 0.79407 0.57470 -0.01963
C -0.65639 -0.68368 -0.26731
C 1.80426 0.13575 0.98995
C -1.89244 0.13117 -0.50603
O -2.30960 0.89974 0.59494
F -0.69320 -1.68596 0.62478
H 0.62086 -0.12694 -2.20703
H 1.19192 -1.37901 -1.06080
H 0.34504 1.50046 -0.07119
H 2.08192 1.06420 1.68975
H 2.85799 -0.16072 0.55156
H 1.46953 -0.81394 1.51943
H -2.61219 -0.67447 -0.67584
H -1.80421 0.89749 -1.40047
H -1.79285 0.79491 1.34736
```

Its spin multiplicity is 1. The value obtained for the HOMO energy is -8.204 eV. The orbital gap is 9.14 eV.

=====

The most stable arrangement is A, and the next structure is 1.725 eV less stable.